{
  "formula": "C4H4N2O",
  "method": "wB97M-V/def2-TZVPD",
  "e_homo_ha": -0.3416,
  "de_lowest_kcal_mol": 55.9,
  "smiles": "O=c1cc[nH]cn1",
  "largest_force_ev_per_a": 2.92,
  "lumo_ev": 0.36,
  "total_charge": 0,
  "species": ["O", "C", "C", "C", "N", "C", "N", "H", "H", "H", "H"],
  "xyz": [[-1.35592, 1.91558, 1.08017], [-0.70937, 1.07927, 0.41730], [-0.31970, -0.01323, 1.27712], [0.39465, -1.00615, 0.68456], [0.68359, -0.87901, -0.68577], [0.26616, 0.19332, -1.39311], [-0.41763, 1.18584, -0.91823], [-0.97890, 0.79992, 2.03832], [0.79363, -1.91928, 1.11929], [1.21178, -1.59173, -1.17175], [0.53749, 0.20428, -2.44778]],
  "atomic_forces_ev_per_a": [[-0.15, 0.74, -1.00], [-0.32, 0.64, -0.17], [-0.19, 0.47, -0.31], [-0.30, 0.36, 0.39], [-0.11, 0.10, 0.19], [-0.03, 0.07, -0.02], [0.11, -0.12, -0.16], [1.30, -2.56, 0.55], [-0.17, 0.25, 0.13], [-0.14, 0.13, 0.26], [0.01, -0.08, 0.14]]
}